Entry 1:
C6H12O | ωB97M-V/def2-TZVPD

Computed properties:
Energy relative to the best compared isomer or geometry (same formula, charge and spin), kJ/mol: 270.2
HOMO level, eV: -8.33

Cartesian coordinates (Å):
C 1.38276 1.35135 0.40961
C 0.98958 -0.06726 -0.00080
C 2.16741 -1.03269 0.05781
C -0.15813 -0.59645 0.85001
O -1.35025 0.09674 0.43453
C -2.12960 -0.63354 -0.32290
C -3.08614 0.28475 -1.01716
H 2.18637 1.73495 -0.22870
H 0.53253 2.03823 0.34045
H 1.74429 1.36353 1.44591
H 0.60943 -0.04288 -1.03232
H 2.52439 -1.15334 1.08770
H 3.00163 -0.66581 -0.54876
H 1.87832 -2.01902 -0.32180
H 0.00372 -0.41014 1.91795
H -0.34188 -1.65903 0.66871
H -2.99113 1.34973 -0.77084
H -4.11205 -0.07059 -0.88869
H -2.85126 0.13146 -2.08071

---

Entry 2:
C6H12O | ωB97M-V/def2-TZVPD

Computed properties:
Energy relative to the best compared isomer or geometry (same formula, charge and spin), kJ/mol: 338.0
HOMO level, eV: -8.46

Cartesian coordinates (Å):
C 1.95550 -0.07853 0.83220
C 1.62336 -0.47726 -0.60802
C 0.97527 0.62991 -1.39260
C -0.13133 0.50251 -2.11976
C -2.26703 -0.01455 0.27327
C -2.12199 -0.79724 1.54862
O -1.84947 1.20925 0.54001
H 2.46840 -0.89169 1.35773
H 1.04783 0.17495 1.39270
H 2.61497 0.79698 0.85258
H 0.97270 -1.36125 -0.61487
H 2.55073 -0.77058 -1.12064
H 1.47292 1.60116 -1.34335
H -0.67750 -0.43706 -2.16587
H -0.54612 1.33569 -2.68413
H -3.04406 -1.35498 1.74783
H -1.83393 -0.21815 2.43686
H -1.35005 -1.55816 1.36031
H -1.86021 1.70900 -0.29287

---

Entry 3:
C6H12O | ωB97M-V/def2-TZVPD

Computed properties:
Energy relative to the best compared isomer or geometry (same formula, charge and spin), kJ/mol: 315.1
SMILES: C=CCC(=C)C.O
HOMO level, eV: -9.16

Cartesian coordinates (Å):
C -1.35936 1.42348 0.77135
C 0.10384 0.94583 1.24712
C 0.92809 1.85324 1.87718
C 0.47520 -0.43277 0.90486
C 0.74157 -0.62667 -0.52752
C 1.38508 -1.58868 -1.03505
H -1.56083 2.47398 1.12704
H -2.18779 0.90731 1.17032
H -1.39270 1.41746 -0.36644
H 0.83381 2.92947 1.61396
H 1.91751 1.67489 2.41154
H 1.53983 -0.57392 1.33265
H -0.04952 -1.19915 1.40750
H 0.19343 -0.01741 -1.16749
H 1.58644 -2.53736 -0.41378
H 1.61983 -1.72288 -2.13516
H -1.21292 -0.88664 -3.16942
H -2.04276 -0.70788 -1.91782
O -1.61136 -1.40057 -2.41508

---

Entry 4:
C6H12O | ωB97M-V/def2-TZVPD

Computed properties:
Energy relative to the best compared isomer or geometry (same formula, charge and spin), kJ/mol: 499.7
HOMO level (alpha / beta), eV: -7.64 / -7.45

Cartesian coordinates (Å):
C 2.60100 -1.05435 0.32683
C 1.05298 1.39548 -0.45349
O 0.36395 1.12340 0.60103
C -0.31342 -0.00459 0.78342
C -1.64652 -0.11712 1.37510
C -1.38066 -0.51912 -0.09227
C -1.96833 0.36859 -1.16866
H 2.85538 -2.03817 0.72586
H 3.16185 -0.28383 0.86198
H 2.84728 -1.01526 -0.73658
H 1.01383 0.72950 -1.30842
H 1.72139 2.24075 -0.37519
H 1.52389 -0.90838 0.49744
H -2.26594 0.76759 1.52262
H -1.81358 -0.90706 2.10644
H -1.38176 -1.58558 -0.32440
H -1.40513 0.30135 -2.10792
H -3.00626 0.08767 -1.37729
H -1.95997 1.41911 -0.85649

---

Entry 5:
C6H12O | ωB97M-V/def2-TZVPD

Computed properties:
Energy relative to the best compared isomer or geometry (same formula, charge and spin), kJ/mol: 491.2
HOMO level, eV: -7.02

Cartesian coordinates (Å):
C 0.83676 -1.69821 -0.96690
C -0.13107 -1.10021 0.02342
C -1.50215 -1.47386 -0.01536
O 0.37527 -0.46586 1.11438
C 0.13911 0.72504 0.27402
C 1.42337 1.44950 -0.02713
C -0.97169 1.54855 0.87345
H 1.32429 -2.55117 -0.48189
H 1.60581 -0.98367 -1.25811
H 0.31473 -2.05703 -1.85816
H -0.92449 -0.20195 -0.52032
H -2.11054 -1.29649 0.86146
H -1.86538 -2.11332 -0.80977
H 1.24309 2.29259 -0.70288
H 1.86766 1.84328 0.90041
H 2.17180 0.79739 -0.48801
H -0.76990 1.78947 1.92538
H -1.93273 1.01235 0.84036
H -1.09394 2.48362 0.31565

---

Entry 6:
C6H12O | ωB97M-V/def2-TZVPD

Computed properties:
Energy relative to the best compared isomer or geometry (same formula, charge and spin), kJ/mol: 178.2
SMILES: C=CCOCCC
HOMO level, eV: -9.54

Cartesian coordinates (Å):
C 2.78640 -0.34198 0.50602
C 1.68183 0.60361 -0.00043
C 0.29375 0.29119 0.57215
C -2.19423 0.82622 -1.36622
C -2.41132 -0.00328 -0.34506
C -1.50114 -1.07998 0.20618
O -0.14215 -0.90308 -0.04184
H 2.87409 -0.30200 1.59926
H 2.60194 -1.38222 0.21327
H 3.76426 -0.05647 0.09527
H 1.95835 1.63429 0.24101
H 1.64690 0.53197 -1.09579
H 0.35538 0.16502 1.66572
H -1.21714 1.15055 -1.71806
H -3.03844 1.18842 -1.94092
H -3.42603 -0.09111 0.03472
H -0.54343 1.01812 0.44021
H -1.68438 -1.26926 1.27707
H -1.80463 -1.98001 -0.34258

---

Entry 7:
C6H12O | ωB97M-V/def2-TZVPD

Computed properties:
Energy relative to the best compared isomer or geometry (same formula, charge and spin), kJ/mol: 102.2
SMILES: C[C@H](O)[C@@H]1C[C@H]1C
HOMO level, eV: -10.06

Cartesian coordinates (Å):
C 1.12734 0.37616 0.66890
C 0.80275 -0.78220 -0.22858
C 1.38584 -2.12879 0.13199
C -0.28297 -0.17559 0.60876
O -1.45316 1.86085 0.98378
C -1.39865 0.73398 0.11565
C -1.30391 1.18531 -1.34033
H 1.35499 1.33205 0.19873
H -0.53902 1.99925 1.27239
H 1.70857 0.16861 1.56454
H 0.77872 -0.54820 -1.29202
H 1.28138 -2.30770 1.20970
H 2.45602 -2.15170 -0.10599
H 0.89713 -2.95237 -0.39925
H -0.57557 -0.75614 1.48371
H -2.35654 0.21148 0.24543
H -0.33504 1.64848 -1.56884
H -2.08020 1.93690 -1.51662
H -1.46769 0.34964 -2.03194

---

Entry 8:
C6H12O | ωB97M-V/def2-TZVPD

Computed properties:
Energy relative to the best compared isomer or geometry (same formula, charge and spin), kJ/mol: 334.5
SMILES: C=C/C=C/CC.O
HOMO level, eV: -9.07

Cartesian coordinates (Å):
C -2.65388 -0.17433 0.32448
C -1.70650 -0.32143 -0.86162
C 2.52291 1.66790 -1.00418
C 2.22510 0.35535 -0.80188
C 0.90595 -0.40653 -0.92894
C -0.30752 0.08858 -0.52733
H -2.50196 0.77393 0.77725
H -3.71059 -0.51554 -0.06675
H -2.73427 -0.98717 1.12988
H -1.63543 -1.34228 -1.29559
H -2.03071 0.06610 -1.85780
H 1.80928 2.52664 -0.88150
H 3.59452 1.97032 -0.78980
H 2.96547 -0.43591 -0.50065
H 0.98487 -1.25056 -1.58439
H -0.32137 0.97953 0.07033
H 0.79280 -0.71417 2.21537
H 1.29945 -1.10869 3.47687
O 0.50189 -1.17173 3.10627

---

Entry 9:
C6H12O | ωB97M-V/def2-TZVPD

Computed properties:
Energy relative to the best compared isomer or geometry (same formula, charge and spin), kJ/mol: 211.5
SMILES: OCC1CC1.C=C
HOMO level, eV: -10.00

Cartesian coordinates (Å):
C -1.88164 -1.69788 1.55199
C -1.76946 -0.43433 1.95198
O -1.53820 0.75952 -0.89335
C -0.31342 0.85673 -1.58511
C 0.88497 0.96581 -0.67370
C 2.23630 0.58894 -1.20408
C 1.56445 -0.28390 -0.18134
H -2.84681 -2.13647 1.30947
H -1.48923 -0.00711 -0.30343
H -1.01341 -2.34621 1.45699
H -0.80442 0.00645 2.19212
H -2.63655 0.21529 2.04371
H -0.16488 0.00083 -2.26762
H -0.39379 1.75466 -2.20718
H 0.84321 1.80242 0.02146
H 2.28902 0.21984 -2.22595
H 3.09677 1.17721 -0.89953
H 1.17374 -1.24334 -0.51562
H 1.96926 -0.29345 0.82711

---

Entry 10:
C6H12O | ωB97M-V/def2-TZVPD

Computed properties:
Energy relative to the best compared isomer or geometry (same formula, charge and spin), kJ/mol: 329.0
SMILES: C=C1CCO[C@@H]1C.[H][H]
HOMO level, eV: -9.15

Cartesian coordinates (Å):
C -0.82543 1.95608 -0.69154
C -0.72284 0.82667 0.30487
O -1.82485 -0.09837 0.19655
C -1.19968 -1.32892 -0.15464
C 0.45989 -0.09109 0.09631
C 0.10523 -1.35065 0.77707
C 1.44718 0.02037 -0.77936
H -1.74521 2.52178 -0.53504
H 0.02619 2.63533 -0.57194
H -0.82163 1.56393 -1.71242
H -0.71884 1.22529 1.33304
H -1.05368 -1.32965 -1.25964
H -1.77808 -2.18338 0.13056
H 2.10331 -0.70788 1.62688
H 0.78083 -2.21313 0.68827
H -0.23850 -1.27207 1.82857
H 2.32602 -0.24554 1.07941
H 1.55473 0.88705 -1.40920
H 2.12538 -0.81581 -0.94775

---

Entry 11:
C6H12O | ωB97M-V/def2-TZVPD

Computed properties:
Energy relative to the best compared isomer or geometry (same formula, charge and spin), kJ/mol: 569.3
SMILES: C=COCC(C)C
HOMO level, eV: -9.42

Cartesian coordinates (Å):
C -2.11345 -1.06333 -0.11758
C -1.09166 0.08411 -0.45516
C -1.54167 1.36896 0.28596
C 0.31313 -0.33473 -0.10452
C 2.49484 0.42768 -0.29450
C 3.06732 -0.56933 0.24575
H -2.06054 -1.33890 0.85768
H -3.19863 -0.84507 -0.59330
H -1.77420 -2.10993 -0.83816
H -1.12492 0.36567 -1.39197
H -1.70485 1.28900 1.60051
H -2.52533 1.51298 0.29106
H -0.93460 2.42118 -0.03437
H 0.44046 -0.36290 1.11965
H 0.31532 -1.16771 -0.61568
H 3.32571 1.29862 -0.81502
H 4.26321 -0.34942 0.43622
H 2.68922 -1.28334 0.96186
O 1.16062 0.65647 -0.53843

---

Entry 12:
C6H12O | ωB97M-V/def2-TZVPD

Computed properties:
Energy relative to the best compared isomer or geometry (same formula, charge and spin), kJ/mol: 33.2
SMILES: C[C@H]1CO[C@@H](C)C1
HOMO level, eV: -9.47

Cartesian coordinates (Å):
C 1.40624 1.00770 -1.66625
C 0.82055 0.80883 -0.27413
C -0.54923 1.46529 -0.01029
O -1.29506 0.57243 0.80991
C -0.53436 -0.59862 1.10434
C -1.45406 -1.80433 1.13514
C 0.52791 -0.66271 0.01676
H 1.75743 2.02979 -1.83988
H 0.66543 0.76070 -2.43741
H 2.26030 0.33388 -1.80177
H 1.52928 1.18557 0.47417
H -0.45224 2.43640 0.49786
H -1.10739 1.63353 -0.94425
H -0.05266 -0.47602 2.08978
H -2.22784 -1.69159 1.89973
H -0.87676 -2.71033 1.35318
H -1.94114 -1.92605 0.16113
H 0.10463 -1.13553 -0.88127
H 1.41898 -1.22895 0.31324

---

Entry 13:
C6H12O | ωB97M-V/def2-TZVPD

Computed properties:
Energy relative to the best compared isomer or geometry (same formula, charge and spin), kJ/mol: 45.2
SMILES: C[C@H]1CO[C@@H](C)C1
HOMO level, eV: -9.52

Cartesian coordinates (Å):
C -1.77281 0.76026 -0.27690
C -1.13166 -0.36369 0.54400
C -0.68993 -1.47102 -0.41247
O 0.60106 -1.11007 -0.85395
C 1.27042 -0.33257 0.14157
C 2.03342 0.78032 -0.58204
C 0.18896 0.12532 1.15777
H -2.64394 0.39236 -0.83073
H -1.06340 1.17142 -1.01155
H -2.09854 1.58100 0.37020
H -1.85417 -0.73705 1.28730
H -0.73524 -2.50264 -0.00086
H -1.34198 -1.44639 -1.28606
H 2.00625 -0.96265 0.66373
H 2.85169 0.36080 -1.17873
H 2.47889 1.50900 0.10631
H 1.36447 1.31422 -1.26532
H 0.17087 1.21706 1.26612
H 0.36567 -0.28570 2.16161